a.
# C4H11S

A cluster of 2 separate species, C4H11S in total (ωB97M-V/def2-TZVPD, OMol25).

Highest occupied orbital energy, eV: -1.95
Kohn-Sham gap, eV: 4.93
Net charge: -1

Element x y z (Å)
S1 3.8798 -0.4227 0.3311
C1 3.3029 -0.8851 -1.3837
C2 -4.6761 0.1497 -0.1844
C3 -3.6241 1.1509 0.5092
C4 -2.2948 0.4517 0.6393
H1 -4.1355 1.2821 1.4821
H2 4.2022 -1.2151 -1.9583
H3 -4.5146 0.1074 -1.2578
H4 -4.5669 -0.8156 0.2832
H5 -3.7093 2.0211 -0.1194
H6 -1.5728 1.2587 0.4955
H7 -5.7076 0.5521 -0.2758
H8 -2.2074 -0.0345 1.5922
H9 2.7063 -1.8072 -1.4749
H10 -1.8898 -0.2698 -0.0823
H11 2.7841 -0.0665 -1.8600

In the natural (NBO) picture, each atom carries the following charge in e: number 1, S, carries -0.759; number 2, C, carries -0.739; number 3, C, carries -0.609; number 4, C, carries -0.391; number 5, C, carries -0.641; number 6, H, carries 0.196; number 7, H, carries 0.169; number 8, H, carries 0.195; number 9, H, carries 0.201; number 10, H, carries 0.197; number 11, H, carries 0.224; number 12, H, carries 0.193; number 13, H, carries 0.212; number 14, H, carries 0.160; number 15, H, carries 0.223; number 16, H, carries 0.170



b.
# C4H11S

A cluster of 2 separate species, C4H11S in total (ωB97M-V/def2-TZVPD, OMol25).

Highest occupied orbital energy, eV: -2.27
Kohn-Sham gap, eV: 6.51
Net charge: -1

Element x y z (Å)
S1 -1.0239 -0.4421 0.1438
C1 2.4795 -0.6403 1.3942
C2 2.2065 -1.4880 0.0420
C3 -1.9599 0.5393 -1.1162
C4 -2.7964 1.5788 -0.4260
H1 -1.9865 2.1938 0.1396
H2 3.2218 0.1031 1.1324
H3 2.6833 -1.1091 2.3663
H4 -1.2810 1.0411 -1.7555
H5 -3.4537 2.1780 -1.1211
H6 1.4011 -2.2320 0.2015
H7 1.6310 0.0404 1.5290
H8 -3.4785 1.1587 0.3085
H9 -2.5992 -0.1915 -1.7654
H10 3.1053 -2.0221 -0.4093
H11 1.8506 -0.7082 -0.6637

In the natural (NBO) picture, each atom carries the following charge in e: number 1, S, carries -0.742; number 2, C, carries -0.633; number 3, C, carries -0.612; number 4, C, carries -0.511; number 5, C, carries -0.624; number 6, H, carries 0.204; number 7, H, carries 0.180; number 8, H, carries 0.186; number 9, H, carries 0.167; number 10, H, carries 0.161; number 11, H, carries 0.225; number 12, H, carries 0.242; number 13, H, carries 0.198; number 14, H, carries 0.160; number 15, H, carries 0.165; number 16, H, carries 0.235



Verdict on stability: b comes out on top.



a.
# C5H15N2O

The ion C5H15N2O with charge +1 (ωB97M-V/def2-TZVPD, OMol25).

SMILES: C[C@@H](CO)NCC[NH3+]
Highest occupied orbital energy, eV: -13.48
Kohn-Sham gap, eV: 10.55
Net charge: +1

Element x y z (Å)
O1 -1.8060 0.2561 -0.8513
N1 -1.4051 -1.2528 1.5864
N2 0.7241 -0.5377 0.1149
C1 0.8431 -0.2039 1.5233
C2 -0.5572 -0.0736 2.1027
C3 1.7025 0.7562 -1.8491
C4 0.5317 0.5919 -0.8746
C5 -0.7239 0.3487 -1.8014
H1 1.3970 0.7929 1.7147
H2 1.5430 1.5334 -2.6283
H3 -0.5126 0.0631 3.2480
H4 2.7520 0.8798 -1.3385
H5 -1.6672 -1.8589 2.4140
H6 -1.2262 0.8344 1.7672
H7 1.8521 -0.1558 -2.3228
H8 -2.5942 0.6402 -1.2976
H9 -0.5564 -0.6263 -2.2547
H10 1.5980 -1.0476 -0.2018
H11 -2.0247 -0.9204 0.9323
H12 1.4671 -1.0077 2.0076
H13 0.4181 1.6650 -0.2126
H14 -0.7144 -1.8032 0.8608
H15 -1.0406 1.1261 -2.6389

In the natural (NBO) picture, each atom carries the following charge in e: number 1, O, carries -0.786; number 2, N, carries -0.734; number 3, N, carries -0.687; number 4, C, carries -0.260; number 5, C, carries -0.255; number 6, C, carries -0.645; number 7, C, carries -0.053; number 8, C, carries -0.083; number 9, H, carries 0.224; number 10, H, carries 0.245; number 11, H, carries 0.252; number 12, H, carries 0.225; number 13, H, carries 0.455; number 14, H, carries 0.247; number 15, H, carries 0.207; number 16, H, carries 0.496; number 17, H, carries 0.180; number 18, H, carries 0.396; number 19, H, carries 0.458; number 20, H, carries 0.232; number 21, H, carries 0.199; number 22, H, carries 0.475; number 23, H, carries 0.210



b.
# C5H15N2O

A cluster of 2 separate species, C5H15N2O in total (ωB97M-V/def2-TZVPD, OMol25).

Highest occupied orbital energy, eV: -14.25
Kohn-Sham gap, eV: 6.46
Net charge: +1

Element x y z (Å)
O1 -0.1225 -2.2554 -0.4620
N1 0.7575 0.4296 -0.0181
N2 0.3497 -1.1708 2.5333
C1 -0.0611 0.0227 -1.1966
C2 0.2615 -1.4211 -1.5523
C3 0.0612 0.9878 -2.3518
C4 -1.0593 1.0754 1.4122
C5 0.1065 1.5886 0.8047
H1 0.6720 -0.3057 0.6970
H2 -0.5994 -1.3943 2.2562
H3 1.2941 -1.6036 -1.8584
H4 0.0731 2.4915 0.1779
H5 -0.3847 0.4269 -3.1895
H6 1.1012 0.9456 -2.7125
H7 -0.3052 1.9987 -2.3397
H8 -1.9844 1.0759 0.8304
H9 -1.2012 1.2077 2.4778
H10 -0.3576 -1.7210 -2.3846
H11 0.5960 -1.6386 3.3983
H12 0.6196 -2.3981 0.1414
H13 0.8631 1.8732 1.5361
H14 -1.0973 -0.0403 -0.8739
H15 0.4171 -0.1747 2.6743

In the natural (NBO) picture, each atom carries the following charge in e: number 1, O, carries -0.723; number 2, N, carries -0.392; number 3, N, carries -1.082; number 4, C, carries -0.102; number 5, C, carries -0.077; number 6, C, carries -0.654; number 7, C, carries 0.125; number 8, C, carries -0.430; number 9, H, carries 0.398; number 10, H, carries 0.375; number 11, H, carries 0.196; number 12, H, carries 0.312; number 13, H, carries 0.243; number 14, H, carries 0.233; number 15, H, carries 0.236; number 16, H, carries 0.233; number 17, H, carries 0.233; number 18, H, carries 0.209; number 19, H, carries 0.408; number 20, H, carries 0.484; number 21, H, carries 0.247; number 22, H, carries 0.189; number 23, H, carries 0.340



c.
# C5H15N2O

A cluster of 2 separate species, C5H15N2O in total (ωB97M-V/def2-TZVPD, OMol25).

Highest occupied orbital energy, eV: -13.92
Kohn-Sham gap, eV: 7.04
Net charge: +1

Element x y z (Å)
O1 1.7208 -2.2052 0.5615
N1 3.0295 0.2980 -0.3069
N2 -0.7662 -0.8163 1.0408
C1 -1.3374 -0.3468 -0.2267
C2 0.6865 1.0266 -0.9165
C3 -0.7340 1.0463 -0.6534
C4 -2.8491 -0.2533 -0.0640
C5 1.7553 0.9898 0.0892
H1 -1.4008 -1.4447 1.5146
H2 -1.4900 1.4063 -1.3526
H3 -3.3760 -0.1035 -1.0095
H4 2.7519 -0.4950 -0.8736
H5 3.6055 0.9934 -0.7599
H6 -3.0493 0.5157 0.6858
H7 -0.4571 -0.0922 1.6730
H8 0.8709 1.3958 -1.9275
H9 -3.3071 -1.1676 0.3233
H10 -1.0060 1.6356 0.2438
H11 1.2822 0.6589 1.0007
H12 -1.0387 -1.0201 -1.0337
H13 2.0648 -2.3168 1.4529
H14 0.8896 -1.7105 0.6323
H15 2.1547 2.0055 -0.0936

In the natural (NBO) picture, each atom carries the following charge in e: number 1, O, carries -0.978; number 2, N, carries -0.719; number 3, N, carries -0.876; number 4, C, carries 0.016; number 5, C, carries 0.375; number 6, C, carries -0.593; number 7, C, carries -0.634; number 8, C, carries -0.356; number 9, H, carries 0.403; number 10, H, carries 0.282; number 11, H, carries 0.234; number 12, H, carries 0.398; number 13, H, carries 0.376; number 14, H, carries 0.217; number 15, H, carries 0.369; number 16, H, carries 0.228; number 17, H, carries 0.244; number 18, H, carries 0.296; number 19, H, carries 0.233; number 20, H, carries 0.206; number 21, H, carries 0.481; number 22, H, carries 0.477; number 23, H, carries 0.319



d.
# C5H15N2O

A structure of composition C5H15N2O (ωB97M-V/def2-TZVPD, OMol25).

Highest occupied orbital energy, eV: -12.85
Kohn-Sham gap, eV: 4.83
Net charge: +1

Element x y z (Å)
O1 -2.1055 0.6248 -0.0490
N1 -0.3996 -0.2076 -2.0476
N2 -1.0474 -0.7297 1.9726
C1 0.2138 -1.0441 1.5111
C2 0.9321 -0.2562 0.6329
C3 0.9281 1.2155 0.7635
C4 0.3523 -1.4011 -1.5436
C5 1.5118 -1.0195 -0.5946
H1 -1.6999 -0.1051 1.2548
H2 2.1812 -0.3558 -1.0917
H3 -1.3532 -1.3707 2.7035
H4 -0.5488 3.1678 0.1592
H5 1.9716 -1.9153 -0.1802
H6 0.6745 -2.0106 1.7927
H7 -0.2428 3.7543 -0.2694
H8 -2.9504 1.0717 0.0285
H9 1.3115 1.5814 1.7358
H10 0.0156 1.7342 0.6504
H11 -1.2550 -0.0544 -1.4489
H12 -0.3665 -1.9349 -0.9986
H13 0.8021 -2.0458 -2.3534
H14 1.8353 1.7338 0.3597
H15 -0.7607 -0.4326 -2.9877

In the natural (NBO) picture, each atom carries the following charge in e: number 1, O, carries -1.127; number 2, N, carries -0.821; number 3, N, carries -0.513; number 4, C, carries 0.063; number 5, C, carries 0.476; number 6, C, carries -0.779; number 7, C, carries -0.209; number 8, C, carries -0.476; number 9, H, carries 0.486; number 10, H, carries 0.267; number 11, H, carries 0.429; number 12, H, carries -0.045; number 13, H, carries 0.257; number 14, H, carries 0.261; number 15, H, carries 0.061; number 16, H, carries 0.474; number 17, H, carries 0.312; number 18, H, carries 0.353; number 19, H, carries 0.434; number 20, H, carries 0.187; number 21, H, carries 0.250; number 22, H, carries 0.278; number 23, H, carries 0.384



Verdict on stability: a comes out on top.